1.
Entry from the Open Molecules 2025 dataset: a molecular structure, C3H4MgNaO3 (ωB97M-V with the def2-TZVPD basis set).

Geometry as ORCA input:
```
! wB97M-V def2-TZVPD RIJCOSX def2/J DEFGRID3
* xyz 1 1
O 1.9021 1.1918 -0.3236
C 0.9732 0.5133 0.1536
C -2.4670 0.7575 -0.2139
O 1.0733 -0.7520 0.2889
O -0.1950 1.0993 0.3327
C -1.3575 0.3363 0.3908
H -3.3946 0.2166 -0.0209
H -2.4579 1.5140 -1.0003
H -1.2900 -0.4878 1.1036
H 4.5362 -1.4052 -0.6155
Na -0.4096 -2.4364 0.2429
Mg 3.0867 -0.5472 -0.3382
*
```

Summary:
Energy relative to the best compared isomer or geometry (same formula, charge and spin) = 0.000 eV
HOMO energy = -13.24 eV

2.
Entry from the Open Molecules 2025 dataset: a molecular structure, C3H4MgO3 (ωB97M-V with the def2-TZVPD basis set).

Geometry as ORCA input:
```
! wB97M-V def2-TZVPD RIJCOSX def2/J DEFGRID3
* xyz 2 1
C 1.4051 0.9281 0.9207
C 1.9508 0.9356 -0.2953
O 0.0761 1.3224 1.1349
H 1.9485 0.7400 1.8463
H 1.4174 1.0154 -1.2431
H 2.9784 1.2885 -0.3753
H -0.0133 1.7991 1.9721
O 0.5928 -2.4574 -1.7439
C -0.2609 -1.9362 -1.1741
O -1.0294 -1.1678 -0.7283
Mg -1.5246 0.5015 0.2935
*
```

Summary:
Energy relative to the best compared isomer or geometry (same formula, charge and spin) = 0.000 eV
HOMO energy = -18.25 eV

3.
Entry from the Open Molecules 2025 dataset: a gas-phase ion, C3H4N (charge +1) (ωB97M-V with the def2-TZVPD basis set).

Geometry as ORCA input:
```
! wB97M-V def2-TZVPD RIJCOSX def2/J DEFGRID3
* xyz 1 1
C 1.9348 0.7367 1.2502
C -1.1262 -0.6582 -0.4240
C 0.0812 -0.1222 -0.5437
N 0.9418 0.5992 0.6891
H 2.7674 0.8920 1.9834
H -1.7719 -1.0747 -1.1582
H -1.7278 -0.3581 0.3815
H 1.0239 -0.3421 -1.1371
*
```

Summary:
Energy relative to the best compared isomer or geometry (same formula, charge and spin) = 0.997 eV
HOMO energy = -16.39 eV
SMILES = C#[N+]C=C

4.
Entry from the Open Molecules 2025 dataset: 2 unconnected molecules or ions with the total composition C3H4N (ωB97M-V with the def2-TZVPD basis set).

Geometry as ORCA input:
```
! wB97M-V def2-TZVPD RIJCOSX def2/J DEFGRID3
* xyz 1 3
C 2.1967 -0.2026 -0.1560
C -1.5531 -0.2020 0.2880
C -0.9127 0.6253 -0.4108
N 1.3313 0.0301 0.5220
H 3.1692 -0.3837 -0.6548
H -2.5416 -0.6030 -0.2080
H -1.4929 -0.5894 1.3278
H -0.1971 1.3253 -0.7081
*
```

Summary:
⟨S²⟩ = 2.004
Energy relative to the best compared isomer or geometry (same formula, charge and spin) = 0.115 eV
HOMO energy (alpha / beta) = -15.30 / -17.79 eV

5.
Entry from the Open Molecules 2025 dataset: C3H4N2 in the gas phase (ωB97M-V with the def2-TZVPD basis set).

Geometry as ORCA input:
```
! wB97M-V def2-TZVPD RIJCOSX def2/J DEFGRID3
* xyz 0 1
C 1.3372 0.8289 1.6848
C -0.1957 0.2473 -0.1423
C -0.9884 -0.2002 -1.3127
N 1.0786 -0.4039 1.4938
N 0.2682 -0.7324 0.5001
H 2.0457 1.1212 2.5868
H -0.3156 -0.3531 -2.2194
H -1.7796 0.5585 -1.5882
H -1.4504 -1.0663 -1.0029
*
```

Summary:
Energy relative to the best compared isomer or geometry (same formula, charge and spin) = 6.502 eV
HOMO energy (alpha / beta) = -9.13 / -9.39 eV

6.
Entry from the Open Molecules 2025 dataset: 2 unconnected molecules or ions with the total composition C3H4N2O (ωB97M-V with the def2-TZVPD basis set).

Geometry as ORCA input:
```
! wB97M-V def2-TZVPD RIJCOSX def2/J DEFGRID3
* xyz 0 1
N 1.5241 0.0232 -0.2871
C 0.9651 -1.2269 -0.2899
C 0.4256 -2.3026 -0.2687
O -3.4607 1.9207 0.4021
N -2.2901 1.7118 0.1986
C -1.1617 1.5349 -0.0032
H 2.0080 0.2388 -1.1521
H 2.1469 0.1610 0.5018
H -0.0219 -3.2708 -0.2470
H -0.1406 1.2110 -0.1408
*
```

Summary:
Energy relative to the best compared isomer or geometry (same formula, charge and spin) = 5.498 eV
HOMO energy = -9.64 eV
SMILES = C#[N+][O-].C#CN

7.
Entry from the Open Molecules 2025 dataset: C3H4N2O in the gas phase (ωB97M-V with the def2-TZVPD basis set).

Geometry as ORCA input:
```
! wB97M-V def2-TZVPD RIJCOSX def2/J DEFGRID3
* xyz 0 1
C -0.8618 -0.2472 -0.0495
C 1.1844 -0.9003 -0.0824
C 1.1675 0.3887 -0.0661
H -2.7498 0.3876 0.1768
H 2.0949 -1.6509 0.1249
H 1.8975 1.1916 -0.2157
H -0.4204 1.7001 0.2562
N -0.0703 -1.3071 0.0080
N -0.0495 0.8285 -0.0435
O -2.1924 -0.3911 -0.1087
*
```

Summary:
Energy relative to the best compared isomer or geometry (same formula, charge and spin) = 1.846 eV
HOMO energy = -8.32 eV
SMILES = Oc1ncc[nH]1

8.
Entry from the Open Molecules 2025 dataset: 2 unconnected molecules or ions with the total composition C3H4N2O (ωB97M-V with the def2-TZVPD basis set).

Geometry as ORCA input:
```
! wB97M-V def2-TZVPD RIJCOSX def2/J DEFGRID3
* xyz 0 1
N -0.8462 -0.2428 -2.4032
C -0.1222 -0.7032 -1.5454
O 0.6493 -1.2176 -0.8325
C 0.8999 -0.1289 1.9011
C 0.0602 0.6893 1.3257
N -0.7273 1.4715 0.7935
H -1.5809 0.4417 -2.3447
H -0.9014 1.2317 -0.1845
H 1.9654 0.0439 1.8025
H 0.5415 -1.0497 2.3458
*
```

Summary:
Energy relative to the best compared isomer or geometry (same formula, charge and spin) = 2.021 eV
HOMO energy = -9.19 eV
SMILES = C=C=N.N=C=O

9.
Entry from the Open Molecules 2025 dataset: C3H4N2O in the gas phase (ωB97M-V with the def2-TZVPD basis set).

Geometry as ORCA input:
```
! wB97M-V def2-TZVPD RIJCOSX def2/J DEFGRID3
* xyz 0 1
N -1.7956 -1.1347 -0.5879
C -0.7690 -0.4818 -0.2339
O -0.1312 0.3282 -1.0470
C 1.0302 0.9387 -0.4764
C 1.2162 0.5460 0.9842
N 0.2332 -0.2624 1.1751
H -2.2373 -1.7364 0.1004
H -0.3520 -0.8413 1.7200
H 0.9105 2.0216 -0.5682
H 1.8951 0.6221 -1.0663
*
```

Summary:
Energy relative to the best compared isomer or geometry (same formula, charge and spin) = 3.850 eV
HOMO energy = -8.94 eV

10.
Entry from the Open Molecules 2025 dataset: 2 unconnected molecules or ions with the total composition C3H4N2O (ωB97M-V with the def2-TZVPD basis set).

Geometry as ORCA input:
```
! wB97M-V def2-TZVPD RIJCOSX def2/J DEFGRID3
* xyz 0 1
N 1.5676 0.0136 -0.4982
C 0.3736 0.1545 0.0568
C -0.3788 -1.0221 -0.2134
O -1.7299 -0.6078 -0.2152
N -1.7863 0.6755 0.2135
C -0.5932 1.1398 0.4640
H 2.3824 0.4806 -0.0946
H 0.8926 -1.1213 -0.9559
H -0.2526 -1.8782 0.4546
H -0.4755 2.1655 0.7885
*
```

Summary:
Energy relative to the best compared isomer or geometry (same formula, charge and spin) = 5.824 eV
HOMO energy = -9.12 eV

11.
Entry from the Open Molecules 2025 dataset: C3H4N2O in the gas phase (ωB97M-V with the def2-TZVPD basis set).

Geometry as ORCA input:
```
! wB97M-V def2-TZVPD RIJCOSX def2/J DEFGRID3
* xyz 0 1
N 1.7922 -0.2537 0.2045
C 0.4303 -0.0130 0.1103
C -0.3710 1.0511 0.3660
N -1.6877 0.6961 0.0959
C -1.6218 -0.5294 -0.2789
O -0.3597 -1.0408 -0.3061
H 2.0451 -1.1839 -0.1020
H 2.3587 0.4476 -0.2549
H -0.1120 2.0338 0.7339
H -2.4191 -1.2028 -0.5598
*
```

Summary:
Energy relative to the best compared isomer or geometry (same formula, charge and spin) = 0.872 eV
HOMO energy = -8.39 eV
SMILES = Nc1cnco1

12.
Entry from the Open Molecules 2025 dataset: a molecular structure, C3H4N2O (ωB97M-V with the def2-TZVPD basis set).

Geometry as ORCA input:
```
! wB97M-V def2-TZVPD RIJCOSX def2/J DEFGRID3
* xyz 0 1
O 0.0941 1.0518 -1.9335
C -0.5270 0.3397 -0.9917
C 0.3331 0.2542 1.0515
N -0.4129 -0.8050 1.3583
N -0.2313 -1.5766 0.3061
C 0.5313 -0.4458 -0.2639
H -0.5778 1.5898 -2.3783
H 0.3579 1.2468 1.4749
H -1.0739 -1.0118 2.1061
H 1.5066 -0.6413 -0.7140
*
```

Summary:
Energy relative to the best compared isomer or geometry (same formula, charge and spin) = 6.359 eV
HOMO energy = -8.20 eV

13.
Entry from the Open Molecules 2025 dataset: 2 unconnected molecules or ions with the total composition C3H4N2O (ωB97M-V with the def2-TZVPD basis set).

Geometry as ORCA input:
```
! wB97M-V def2-TZVPD RIJCOSX def2/J DEFGRID3
* xyz 0 1
N -0.9616 -0.9139 0.6377
C -1.0396 0.3776 1.0320
C -1.1065 1.5100 1.3994
O 3.0149 0.6023 -2.5046
N 2.1327 0.0269 -1.9191
C 1.2572 -0.4414 -1.3631
H -1.7989 -1.3403 0.2667
H -0.7245 -1.4513 1.4514
H -1.2613 2.4824 1.7664
H 0.4876 -0.8524 -0.7669
*
```

Summary:
Energy relative to the best compared isomer or geometry (same formula, charge and spin) = 5.617 eV
HOMO energy = -9.64 eV
SMILES = C#[N+][O-].C#CN

14.
Entry from the Open Molecules 2025 dataset: C3H4N2O in the gas phase (ωB97M-V with the def2-TZVPD basis set).

Geometry as ORCA input:
```
! wB97M-V def2-TZVPD RIJCOSX def2/J DEFGRID3
* xyz 0 1
O 1.4787 0.1752 -0.8197
C 0.5940 -0.2434 1.0508
C -0.5361 -0.9613 0.6803
N -1.2458 -0.2603 -0.2724
N -0.7607 0.8320 -0.6944
C 0.5255 0.8685 0.0187
H 2.2610 0.0772 -0.2528
H -0.9081 -1.9292 0.9859
H -2.1370 -0.5601 -0.6669
H 0.8329 1.9047 0.1844
*
```

Summary:
Energy relative to the best compared isomer or geometry (same formula, charge and spin) = 5.521 eV
HOMO energy (alpha / beta) = -8.64 / -8.64 eV

15.
Entry from the Open Molecules 2025 dataset: C3H4N2O in the gas phase (ωB97M-V with the def2-TZVPD basis set).

Geometry as ORCA input:
```
! wB97M-V def2-TZVPD RIJCOSX def2/J DEFGRID3
* xyz 0 1
O -1.1383 -1.6550 0.5465
C -0.3580 -0.5683 0.2560
C -0.5730 0.4493 -0.6491
N 0.4875 1.2850 -0.5106
N 1.3584 0.8931 0.4228
C 0.8545 -0.2381 0.8961
H -1.2926 -2.1515 -0.2654
H -1.3737 0.6442 -1.3480
H 0.6780 2.1265 -1.0301
H 1.3571 -0.7852 1.6819
*
```

Summary:
Energy relative to the best compared isomer or geometry (same formula, charge and spin) = 1.309 eV
HOMO energy = -8.99 eV
SMILES = Oc1cn[nH]c1

16.
Entry from the Open Molecules 2025 dataset: C3H4N2O in the gas phase (ωB97M-V with the def2-TZVPD basis set).

Geometry as ORCA input:
```
! wB97M-V def2-TZVPD RIJCOSX def2/J DEFGRID3
* xyz 0 1
N -0.8687 -1.0051 -1.2381
C -0.2565 -0.3176 -0.1942
C -0.4808 -0.1764 1.1337
N 0.4339 0.7291 1.6582
C 1.1760 1.0479 0.6565
O 0.8334 0.4619 -0.5085
H -0.1955 -1.1663 -1.9782
H -1.6602 -0.4956 -1.6194
H -1.2082 -0.6650 1.7668
H 2.0199 1.7235 0.6317
*
```

Summary:
Energy relative to the best compared isomer or geometry (same formula, charge and spin) = 0.894 eV
HOMO energy = -8.87 eV
SMILES = Nc1cnco1

17.
Entry from the Open Molecules 2025 dataset: C3H4N2O in the gas phase (ωB97M-V with the def2-TZVPD basis set).

Geometry as ORCA input:
```
! wB97M-V def2-TZVPD RIJCOSX def2/J DEFGRID3
* xyz 0 1
O 1.1584 -0.8125 1.0111
C 0.7250 0.1526 -1.0153
C 0.1698 -0.8080 0.0019
N -1.0150 -0.1243 0.5406
N -1.1173 1.0672 0.0784
C -0.1182 1.2528 -0.8235
H 1.9928 -0.7089 0.5244
H -0.1063 -1.8214 -0.3136
H -1.6606 -0.4403 1.2496
H -0.0286 2.2427 -1.2537
*
```

Summary:
Energy relative to the best compared isomer or geometry (same formula, charge and spin) = 4.765 eV
HOMO energy (alpha / beta) = -8.88 / -8.88 eV

18.
Entry from the Open Molecules 2025 dataset: C3H4N2O in the gas phase (ωB97M-V with the def2-TZVPD basis set).

Geometry as ORCA input:
```
! wB97M-V def2-TZVPD RIJCOSX def2/J DEFGRID3
* xyz 0 1
N -0.5155 -0.4726 2.1008
C -0.4685 0.0999 0.8854
N 0.3603 -0.6275 -0.0042
C 0.3966 -0.0178 -1.0687
C 0.6100 0.6085 -2.1776
O -1.1427 1.0466 0.5229
H 0.1457 -1.1890 2.3453
H -1.1035 -0.0372 2.7865
H 1.5463 0.0770 -2.3584
H -0.1443 0.7937 -2.9285
*
```

Summary:
Energy relative to the best compared isomer or geometry (same formula, charge and spin) = 2.269 eV
HOMO energy = -9.27 eV
SMILES = C=C=NC(N)=O

19.
Entry from the Open Molecules 2025 dataset: 2 unconnected molecules or ions with the total composition C3H4N2O (ωB97M-V with the def2-TZVPD basis set).

Geometry as ORCA input:
```
! wB97M-V def2-TZVPD RIJCOSX def2/J DEFGRID3
* xyz 0 1
N -1.1380 -0.5447 -0.0153
C -1.2617 0.6065 0.4646
O -0.2077 1.5128 0.4340
C 0.6841 1.5647 -0.5439
C 1.9520 -1.3387 -0.0374
N 3.0985 -1.3810 0.0926
H -1.9940 -1.0824 0.1018
H -2.1128 1.0454 0.9888
H 0.3273 0.8225 -1.3066
H 0.8777 -1.2858 -0.1498
*
```

Summary:
Energy relative to the best compared isomer or geometry (same formula, charge and spin) = 5.021 eV
HOMO energy = -9.42 eV

20.
Entry from the Open Molecules 2025 dataset: C3H4N2O in the gas phase (ωB97M-V with the def2-TZVPD basis set).

Geometry as ORCA input:
```
! wB97M-V def2-TZVPD RIJCOSX def2/J DEFGRID3
* xyz 0 1
C 0.9779 -0.2418 0.0239
C 0.1549 0.9024 0.0530
C -1.2435 0.2896 0.0547
H 0.4716 1.5147 -0.6965
H 0.4194 1.5073 0.8261
H -2.1864 0.8926 -0.2162
H 0.2091 -2.3319 -0.2046
N -1.1215 -0.9644 0.0419
N 0.1298 -1.2999 0.0984
O 2.1887 -0.2686 0.0193
*
```

Summary:
Energy relative to the best compared isomer or geometry (same formula, charge and spin) = 2.168 eV
HOMO energy = -9.42 eV
SMILES = O=C1CC=NN1